This record from the Open Molecules 2025 dataset describes a molecular structure, C31H43ClLuN4O2. The level of theory is the ωB97M-V functional and the def2-TZVPD basis.

The gap between HOMO and LUMO is 8.00 eV. The energy above the lowest of the compared OMol25 structures with the same formula, charge and spin comes out at 0.584 eV. For the HOMO energy, the calculation gives -10.3 eV.

Structure (ORCA input):
```
! wB97M-V def2-TZVPD RIJCOSX def2/J DEFGRID3
* xyz 1 1
Lu -0.09365 -0.05452 -0.62470
Cl 0.43874 -1.77495 7.76562
C 0.46524 -1.50383 6.06097
C 1.10310 -0.38182 5.55180
C 1.07597 -0.14609 4.18794
C 0.43827 -1.03749 3.33419
C -0.16427 -2.17749 3.85283
C -0.15887 -2.41074 5.21754
C 0.28761 -0.73606 1.87909
O 0.79458 -1.46214 0.98794
O -0.41367 0.28551 1.56106
H 1.60810 0.30155 6.22018
H 1.56483 0.73357 3.78660
H -0.64451 -2.88281 3.18540
H -0.63592 -3.28986 5.62766
C 6.32245 -0.62536 0.24994
C 5.71400 -0.42644 -1.13601
N 4.25372 -0.36619 -1.10410
C 3.56321 -1.64984 -1.18678
C 3.39291 -2.12588 -2.62715
C 3.56708 0.77728 -0.99885
C 4.34679 2.06354 -0.89934
N 2.26181 0.79344 -1.01043
H 7.40982 -0.65161 0.18204
H 5.98512 -1.56404 0.68984
H 6.03963 0.18417 0.92331
H 5.99061 -1.26250 -1.77809
H 6.11515 0.47010 -1.60191
H 2.59310 -1.55013 -0.70856
H 4.13485 -2.37859 -0.61105
H 2.86165 -1.37824 -3.21755
H 2.82339 -3.05526 -2.64546
H 4.35639 -2.31376 -3.10060
H 5.11960 2.01097 -0.13492
H 3.67990 2.88705 -0.65657
H 4.82443 2.28590 -1.85464
H 1.94672 1.75616 -0.96252
C -2.08549 -4.26279 -2.46832
N -2.66517 -4.27791 -1.13705
C -2.17334 -5.40243 -0.36420
C -2.45898 -3.02814 -0.43029
C -3.07419 -1.84273 -1.14730
C -4.42988 -1.91374 -1.46195
C -5.05336 -0.88745 -2.15143
C -4.29866 0.20703 -2.55151
C -2.95199 0.27125 -2.22385
C -2.28419 -0.73425 -1.49234
H -2.23560 -5.23870 -2.92890
H -1.00045 -4.05418 -2.45363
H -2.57236 -3.50765 -3.08341
H -2.39747 -6.33093 -0.88874
H -2.67095 -5.42699 0.60601
H -1.08305 -5.35964 -0.19911
H -1.37527 -2.83692 -0.27466
H -2.91286 -3.14180 0.55991
H -4.98680 -2.80022 -1.18049
H -6.10768 -0.94470 -2.39071
H -4.75438 1.00595 -3.12598
H -2.39689 1.13471 -2.58214
C -3.32277 4.37883 1.03717
N -2.55367 3.23050 1.57764
C -3.14480 1.94993 1.11918
C -1.05904 3.33330 1.29222
C -0.69001 3.48885 -0.16923
C -0.55602 4.80670 -0.61915
C -0.21986 5.08011 -1.93184
C -0.01413 4.01855 -2.79877
C -0.11804 2.71813 -2.33109
C -0.44825 2.37269 -1.00238
H -4.38426 4.21932 1.20855
H -3.13232 4.44942 -0.02956
H -3.01021 5.30260 1.51956
H -2.63645 3.25504 2.59263
H -3.09489 1.90195 0.03749
H -4.18093 1.88657 1.44522
H -2.58568 1.11566 1.53320
H -0.60576 2.44633 1.72279
H -0.72754 4.21422 1.84350
H -0.70783 5.62788 0.07445
H -0.12057 6.10333 -2.26961
H 0.25174 4.20614 -3.83193
H 0.06246 1.92256 -3.05472
*
```

=====

This record from the Open Molecules 2025 dataset describes a molecular structure, C31H43FeN10O3Se2 at a distorted geometry. The level of theory is the ωB97M-V functional and the def2-TZVPD basis.

As for the expectation value of S²: 8.775. The gap between HOMO and LUMO (alpha / beta) is 4.73 / 4.60 eV. For the HOMO energy (alpha / beta), the calculation gives -4.4 / -4.6 eV.

Structure (ORCA input):
```
! wB97M-V def2-TZVPD RIJCOSX def2/J DEFGRID3
* xyz 0 6
Fe 0.25810 -1.31742 -0.57556
C -1.41148 -3.49585 0.35888
N -0.22754 -3.23039 -0.45818
C -0.60534 -3.21325 -1.87479
C 0.81634 -4.22881 -0.18459
C 2.14934 -3.63279 -0.63452
N 2.04041 -2.17130 -0.51820
C 2.20014 -1.72308 0.86873
C 3.04265 -1.51824 -1.36004
H -1.84239 -4.48281 0.15468
H -2.18261 -2.73796 0.18073
H -1.16457 -3.44084 1.42513
H -1.02126 -4.17417 -2.19979
H 0.24451 -2.97615 -2.52270
H -1.35618 -2.43635 -2.05888
H 0.62013 -5.19347 -0.66782
H 0.88112 -4.41588 0.89532
H 2.30398 -3.91392 -1.68456
H 2.99038 -4.04403 -0.06350
H 3.18686 -1.98020 1.27146
H 1.44194 -2.15600 1.52910
H 2.07739 -0.63592 0.93368
H 4.06489 -1.79293 -1.07516
H 2.94782 -0.42812 -1.30001
H 2.89447 -1.78387 -2.41279
C -1.05106 -0.73699 4.89167
N -0.93224 -1.13690 3.49924
C 0.19376 -1.15625 2.73286
N -0.10964 -1.52782 1.51135
C -1.45489 -1.75215 1.58784
N -2.00386 -1.54571 2.78951
C -1.23247 0.75796 5.00424
C -2.50484 1.32058 5.16618
C -2.67587 2.70708 5.13621
C -1.58334 3.54682 4.90833
C -0.30560 3.00430 4.74866
C -0.13445 1.61445 4.83645
C 0.82924 3.80865 4.33341
N 2.10057 3.71001 4.66700
N 2.81604 4.31586 3.65245
C 1.92810 4.73904 2.77518
O 0.63800 4.52005 3.17900
C 2.08332 5.02723 1.36102
C 1.36549 6.04404 0.72570
C 1.41429 6.17078 -0.66438
C 2.14625 5.25927 -1.42984
C 2.86895 4.23100 -0.81154
C 3.54688 3.15656 -1.62774
N 2.72473 1.95918 -1.68531
C 2.67266 0.94190 -0.78076
N 1.77188 0.06396 -1.15479
C 1.30834 0.58622 -2.32881
N 1.87391 1.73701 -2.70803
C 2.86113 4.15119 0.58877
H -0.14256 -1.05880 5.41364
H -1.89461 -1.28077 5.33167
H 1.17500 -0.88563 3.09494
H -2.04876 -2.07973 0.74432
H -3.37971 0.68164 5.27896
H -3.67173 3.13093 5.24503
H -1.74167 4.61969 4.82469
H 0.86148 1.19728 4.68734
H 0.74108 6.72225 1.30290
H 0.84246 6.95381 -1.15760
H 2.11694 5.33637 -2.51597
H 4.51133 2.88240 -1.18494
H 3.73768 3.48865 -2.65449
H 3.28001 0.89620 0.11159
H 0.54031 0.11084 -2.92514
H 3.39895 3.34613 1.08957
O -3.81706 -3.45343 -4.74791
C -3.81368 -2.05284 -4.65829
C -2.77905 -1.56030 -3.60207
C -2.86357 -0.00666 -3.59009
O -1.97308 0.56331 -2.67259
C -1.37254 -2.05437 -4.08214
Se 0.21363 -1.47955 -3.08916
C -3.21289 -2.16878 -2.22586
Se -2.24160 -1.63049 -0.61356
H -4.49489 -3.68488 -5.43499
H -4.83375 -1.70443 -4.37514
H -3.56332 -1.62534 -5.65654
H -3.90065 0.30028 -3.32284
H -2.62716 0.37971 -4.60796
H -2.10041 1.54550 -2.73579
H -1.20155 -1.69794 -5.12106
H -1.35154 -3.16456 -4.10955
H -3.17089 -3.27770 -2.27323
H -4.27007 -1.88946 -2.02638
H -0.45649 0.20709 -0.67184
*
```

=====

This record from the Open Molecules 2025 dataset describes a molecular structure, C31H43N2OV at a distorted geometry. The level of theory is the ωB97M-V functional and the def2-TZVPD basis.

As for the expectation value of S²: 0.810. The gap between HOMO and LUMO (alpha / beta) is 6.17 / 5.59 eV. For the HOMO energy (alpha / beta), the calculation gives -9.9 / -9.4 eV.

Structure (ORCA input):
```
! wB97M-V def2-TZVPD RIJCOSX def2/J DEFGRID3
* xyz 1 2
C -1.51388 0.70490 -1.55211
C -1.83507 -0.62158 -1.11481
C -0.75890 -1.50108 -1.52035
C 0.22671 -0.69902 -2.19503
C -0.21661 0.67519 -2.16351
V -0.01816 -0.09243 -0.17795
C 2.29034 -1.50409 1.24509
C 2.02925 -0.02746 0.91984
H 2.16155 0.66057 1.77901
C 2.26099 0.57451 -0.29279
H 2.77475 0.18276 -1.16289
H 2.17974 1.64728 -0.42890
C 3.12038 -1.76214 2.51066
H 2.69365 -1.25962 3.38498
H 3.25987 -2.82851 2.73199
H 4.15103 -1.38148 2.49485
C 2.77425 -2.33587 0.06601
H 2.04548 -2.33471 -0.75411
H 3.69363 -1.98160 -0.42554
H 3.01626 -3.37352 0.34937
C -3.12440 -1.02884 -0.50809
H -3.43944 -0.31051 0.26316
H -3.91493 -1.06953 -1.27357
H -3.04160 -2.01197 -0.03813
C -0.76547 -2.98193 -1.39159
H -1.23792 -3.27375 -0.44865
H -1.31526 -3.43855 -2.22774
H 0.25278 -3.38785 -1.39988
C 1.36661 -1.20343 -3.01000
H 1.58397 -2.25258 -2.78170
H 1.13953 -1.14406 -4.08862
H 2.27159 -0.60843 -2.83600
C 0.43369 1.83160 -2.84178
H 1.51294 1.67140 -2.94303
H 0.02207 1.99379 -3.85065
H 0.27938 2.75956 -2.27452
C -2.45535 1.86147 -1.59225
H -1.91718 2.81782 -1.59956
H -3.07816 1.82668 -2.50204
H -3.13433 1.85309 -0.73025
C -0.84291 -1.84616 1.07411
C 0.54320 -2.34411 1.53609
C -1.76133 -2.57408 2.00594
C 0.52772 -3.68941 1.95946
H 0.70624 -1.39200 2.40703
C -1.83630 -3.91503 2.32937
H -2.86563 -2.06667 2.36206
C -0.55554 -4.45377 2.16838
H 1.55222 -4.25884 1.97938
H -2.65675 -4.50568 2.64336
H -0.49246 -5.44884 2.25200
C 1.56583 7.77727 0.40400
C 0.09113 7.66259 0.73686
N -0.29923 6.41434 1.41460
C -0.45295 6.52021 2.88177
C -1.67575 7.34212 3.26427
C -0.22018 5.24777 0.69614
O 0.19565 5.24679 -0.47066
C -0.70345 3.94842 1.28719
C -1.81614 3.82509 2.13028
C -2.25011 2.53726 2.44446
C -1.62934 1.41571 1.88961
N -0.59915 1.55193 1.01253
C -0.12345 2.80280 0.73771
H 2.18656 7.63615 1.29611
H 1.76132 8.77531 0.00163
H 1.83468 7.03711 -0.35497
H -0.21817 8.46888 1.41060
H -0.49284 7.72353 -0.19343
H -0.51454 5.51641 3.31290
H 0.45367 7.00626 3.28350
H -2.57725 6.95167 2.77704
H -1.81970 7.29117 4.34866
H -1.55235 8.39320 2.98124
H -2.31970 4.71499 2.51418
H -3.09240 2.37801 3.11366
H -1.93957 0.39427 2.12573
H 0.72491 2.87306 0.05559
*
```